Entry 1:
DFT (ωB97M-V/def2-TZVPD) results for one molecule with the formula C5H7NO.

Last column: Löwdin charge in e.
Atoms and positions in Å:
O (-1.310, -1.486, 0.904)  0.058
N (0.014, -0.148, -0.505)  -0.112
C (-0.033, 1.835, 0.525)  -0.090
C (-0.760, 0.895, 1.335)  -0.023
C (0.414, 1.179, -0.581)  -0.122
C (-0.722, -0.283, 0.656)  -0.380
C (0.904, -1.225, -0.920)  -0.026
H (1.926, -0.990, -0.603)  0.094
H (0.885, -1.380, -2.001)  0.087
H (0.600, -2.146, -0.416)  0.087
H (-1.272, 1.084, 2.268)  0.104
H (0.095, 2.889, 0.728)  0.093
H (0.961, 1.523, -1.448)  0.112
H (-1.701, -1.746, 0.058)  0.117

Output
HOMO level: -7.98 eV
ΔE to the lowest compared entry with this formula, charge and spin: 93.32 kJ/mol
HOMO-LUMO gap: 0.3214 Ha
SMILES: Cn1cccc1O
Lowest unoccupied orbital energy: 0.76 eV
Multiplicity: 1


Entry 2:
DFT (ωB97M-V/def2-TZVPD) results for a 14-piece molecular cluster, C44H126N10O14 overall in a non-equilibrium geometry.

Last column: Löwdin charge in e.
Atoms and positions in Å:
O (3.514, 6.009, -3.580)  -0.190
O (-1.896, 0.376, -5.966)  -0.151
O (-1.349, -4.104, 1.298)  -0.154
O (-5.316, -6.335, -0.371)  -0.219
O (0.093, 2.930, -3.227)  -0.160
O (1.888, -2.099, -3.397)  -0.222
O (-0.231, 1.351, -1.166)  -0.221
O (-5.608, -3.097, -3.809)  -0.118
O (-3.228, -0.953, 2.300)  -0.247
O (-4.076, 2.989, 0.137)  -0.235
O (4.826, 2.504, 3.354)  -0.273
O (-0.116, -8.828, -1.356)  -0.204
O (4.477, -0.185, 5.781)  -0.190
O (2.926, 7.440, 4.309)  -0.190
N (3.466, -2.053, 3.802)  0.021
N (2.594, 4.021, 2.988)  0.043
N (-2.206, 5.498, 2.017)  0.026
N (2.633, -4.639, -0.741)  0.029
N (2.701, 3.852, -2.196)  0.041
N (4.042, 3.265, 0.301)  0.053
N (-4.229, -3.858, 2.228)  0.049
N (-0.484, -0.457, -3.344)  0.072
N (-6.063, 1.436, 1.390)  0.051
N (0.053, -6.088, -0.293)  0.038
C (-0.615, 0.023, -0.937)  -0.192
C (2.615, 6.034, 4.373)  -0.166
C (-1.351, -0.456, -2.164)  -0.393
C (3.768, 3.592, -3.134)  -0.403
C (3.419, 7.054, -4.531)  -0.110
C (-0.375, -3.018, 1.565)  -0.088
C (-3.869, 2.436, -1.151)  -0.086
C (2.711, 5.445, 2.921)  -0.452
C (3.317, 0.076, 5.024)  -0.213
C (-6.138, -0.708, 2.519)  -0.058
C (-5.116, -3.278, -0.024)  -0.021
C (-0.428, -7.697, -2.107)  -0.211
C (-1.909, -1.852, -2.014)  -0.032
C (2.411, -3.342, -1.336)  -0.385
C (2.066, -1.946, -4.763)  -0.128
C (3.716, -2.508, -1.094)  -0.059
C (4.315, 0.319, 7.098)  -0.110
C (4.485, 1.983, 0.896)  -0.408
C (0.689, 1.851, -0.209)  -0.064
C (-5.193, -4.412, -3.472)  -0.166
C (-5.129, -4.302, 1.169)  -0.386
C (3.653, 4.728, -4.167)  -0.205
C (3.557, 2.214, -3.792)  -0.037
C (5.520, 2.207, 2.065)  -0.103
C (-1.700, -5.461, -1.816)  -0.061
C (-3.005, 3.833, 0.504)  -0.173
C (-3.369, 4.783, 1.677)  -0.472
C (0.403, -9.985, -2.050)  -0.082
C (1.794, 6.022, 1.878)  -0.050
C (-4.489, 5.754, 1.372)  -0.051
C (-1.026, -6.650, -1.104)  -0.364
C (-2.768, -0.715, 3.557)  -0.144
C (2.166, -0.392, 2.730)  -0.055
C (-5.321, 0.525, 2.258)  -0.415
C (2.125, -3.425, -2.867)  -0.146
C (3.422, -0.574, 3.641)  -0.373
C (2.838, 8.079, 5.559)  -0.129
C (4.923, 1.107, -0.222)  -0.073
C (5.751, 2.929, 4.373)  -0.083
C (-0.772, 0.293, -6.863)  -0.151
C (-4.695, -5.745, 0.805)  -0.168
C (-1.055, 3.560, -3.830)  -0.104
C (-3.922, 0.154, 1.646)  -0.132
C (-6.656, -6.885, -0.182)  -0.086
H (-2.061, 0.112, 3.494)  0.092
H (3.553, 1.389, -3.079)  0.058
H (-5.915, -4.942, -2.851)  0.074
H (2.305, -0.888, 1.769)  0.064
H (2.841, -4.625, 0.248)  0.090
H (-1.194, -7.987, -2.826)  0.120
H (-4.182, -3.288, -0.586)  0.059
H (2.134, 0.672, 2.499)  0.045
H (-4.802, -6.395, 1.673)  0.121
H (5.229, 0.177, 7.674)  0.086
H (0.603, 2.926, -0.054)  0.091
H (0.267, -0.548, -0.647)  0.122
H (4.106, 0.896, -0.913)  0.055
H (-5.868, -3.652, -0.719)  0.060
H (6.478, 2.191, 4.710)  0.091
H (3.755, -2.163, -0.061)  0.058
H (0.688, -6.841, -0.069)  0.077
H (-5.466, -2.291, 0.277)  0.047
H (4.738, 3.717, -2.654)  0.129
H (0.313, 0.132, -3.151)  0.070
H (0.690, -10.817, -1.408)  0.081
H (4.346, -0.317, 3.124)  0.126
H (3.498, 3.228, -0.550)  0.002
H (-1.159, -2.637, -2.108)  0.065
H (1.215, -0.661, 3.192)  0.076
H (-1.777, -7.154, -0.495)  0.137
H (4.909, 3.611, -0.086)  0.068
H (1.728, 5.724, 4.925)  0.125
H (-3.634, -5.796, 0.561)  0.101
H (-2.677, -5.827, -2.131)  0.069
H (-4.980, -2.765, -4.454)  0.069
H (4.357, 4.708, -4.999)  0.125
H (3.325, 8.027, -4.048)  0.086
H (1.723, 1.877, -0.551)  0.067
H (-0.242, 2.307, -2.578)  0.013
H (-3.273, -3.936, 1.910)  0.027
H (-2.187, 5.919, 2.934)  0.083
H (2.671, 4.576, -4.614)  0.123
H (-6.311, 1.031, 0.499)  0.067
H (-2.145, 3.242, 0.819)  0.114
H (-1.871, -4.623, -1.141)  0.050
H (2.938, 3.659, 2.111)  0.018
H (-1.877, 2.848, -3.748)  0.070
H (1.858, 3.629, -2.706)  0.044
H (-0.926, 3.731, -4.898)  0.078
H (-1.286, 4.483, -3.299)  0.077
H (-5.351, 5.087, 1.373)  0.075
H (-0.951, -4.713, 0.672)  -0.006
H (2.128, 6.988, 1.497)  0.078
H (-2.587, -2.031, -2.848)  0.089
H (-6.693, -7.622, 0.620)  0.076
H (1.741, -0.914, -4.898)  0.080
H (3.677, -1.518, -1.550)  0.052
H (1.818, 5.345, 1.025)  0.058
H (1.316, -9.717, -2.582)  0.082
H (-4.931, -4.946, -4.386)  0.080
H (5.685, 1.611, -0.817)  0.087
H (-0.345, -10.472, -2.676)  0.083
H (-5.535, -1.414, 3.090)  0.067
H (-7.355, -6.095, 0.090)  0.080
H (3.304, 1.146, 4.814)  0.110
H (-5.189, 1.088, 3.182)  0.135
H (4.293, 7.099, -5.179)  0.087
H (0.758, 6.156, 2.188)  0.064
H (3.733, 5.689, 2.633)  0.128
H (-4.616, 1.692, -1.428)  0.096
H (-6.140, -4.383, 1.569)  0.123
H (0.594, 1.376, 0.768)  0.085
H (-4.024, -0.250, 0.639)  0.112
H (1.555, -2.700, -5.361)  0.097
H (6.022, 1.255, 2.237)  0.111
H (-3.986, 3.202, -1.918)  0.091
H (6.141, 3.861, 3.965)  0.090
H (3.073, -1.917, -5.179)  0.089
H (0.465, -7.425, -2.670)  0.122
H (-0.776, -2.366, 2.341)  0.052
H (-2.362, -1.913, -1.024)  0.074
H (-7.010, -0.513, 3.143)  0.084
H (-4.201, -2.851, 2.301)  0.020
H (-1.572, 0.083, -5.111)  0.007
H (3.629, 1.474, 1.340)  0.100
H (-6.518, -1.184, 1.615)  0.071
H (-4.354, 6.280, 0.427)  0.086
H (3.187, 3.584, 3.680)  0.038
H (1.620, -2.798, -0.818)  0.117
H (4.256, -2.213, 4.412)  0.056
H (-2.160, 0.227, -2.425)  0.129
H (4.694, -2.934, -1.318)  0.081
H (-4.617, 6.410, 2.233)  0.078
H (-2.847, 2.064, -1.229)  0.067
H (0.654, -5.418, -0.751)  0.032
H (-0.041, 1.042, -6.559)  0.060
H (3.168, 9.117, 5.519)  0.086
H (4.132, 1.394, 7.093)  0.083
H (2.703, 4.853, -2.060)  0.085
H (-0.236, -2.323, 0.738)  0.043
H (2.488, -0.342, 5.595)  0.131
H (2.509, 7.102, -5.130)  0.085
H (-5.431, 2.172, 1.111)  0.029
H (0.021, -1.320, -3.485)  0.046
H (-2.683, 4.425, -0.353)  0.129
H (-1.327, -0.065, -0.116)  0.120
H (-2.155, -1.570, 3.842)  0.083
H (-6.952, -7.460, -1.060)  0.081
H (-4.266, -4.423, -2.899)  0.042
H (3.417, -5.137, -1.136)  0.086
H (2.671, -2.451, 4.280)  0.065
H (0.580, -3.455, 1.858)  0.075
H (3.001, -3.858, -3.350)  0.125
H (-1.438, 4.850, 2.118)  0.062
H (-1.185, -5.129, -2.718)  0.076
H (6.307, 2.933, 1.858)  0.120
H (1.312, -4.135, -3.022)  0.111
H (5.094, 3.152, 5.213)  0.078
H (1.794, 8.180, 5.856)  0.078
H (2.565, 2.117, -4.234)  0.068
H (3.506, 5.600, 4.826)  0.107
H (-3.581, -0.596, 4.273)  0.095
H (-3.250, 0.997, 1.486)  0.104
H (4.300, 2.041, -4.570)  0.080
H (-1.144, 0.596, -7.842)  0.079
H (3.302, 7.469, 6.334)  0.082
H (3.577, -0.221, 7.692)  0.087
H (5.269, 0.117, 0.076)  0.076
H (-3.673, 4.256, 2.582)  0.135
H (-0.183, -0.618, -6.758)  0.061

Output
HOMO level: -8.34 eV
ΔE to the lowest compared entry with this formula, charge and spin: 56.49 kJ/mol
HOMO-LUMO gap: 0.3229 Ha
Lowest unoccupied orbital energy: 0.45 eV
Multiplicity: 1


Entry 3:
DFT (ωB97M-V/def2-TZVPD) results for C5H11BrN4Si2 as an isolated structure in a non-equilibrium geometry.

Last column: Löwdin charge in e.
Atoms and positions in Å:
Br (3.090, -0.136, -2.144)  0.205
Si (-0.668, 0.052, -0.652)  0.513
Si (1.572, -0.167, -0.364)  -0.017
N (-1.643, -1.261, -1.024)  -0.093
N (-1.281, 1.100, -1.901)  -0.164
N (2.016, -1.467, 0.713)  -0.175
N (2.193, 1.139, 0.639)  -0.070
C (-2.154, 0.847, 2.268)  0.009
C (-2.332, 0.386, -2.671)  -0.217
C (3.012, -0.966, 1.618)  -0.288
C (-2.573, -0.938, -1.815)  -0.205
C (3.020, 0.565, 1.429)  -0.249
H (-1.509, 1.706, 2.305)  -0.050
H (1.898, -2.507, 0.757)  0.114
H (-2.010, 0.114, 3.037)  -0.037
H (2.880, -1.190, 2.704)  0.123
H (-3.203, 1.244, 2.131)  -0.002
H (-3.520, -1.455, -1.973)  0.100
H (3.751, 1.144, 2.066)  0.119
H (-1.904, 0.115, -3.572)  0.068
H (-1.263, 2.112, -2.005)  0.077
H (3.962, -1.372, 1.256)  0.108
H (-3.333, 0.933, -2.803)  0.130

Output
HOMO level (alpha / beta): -8.90 / -6.94 eV
ΔE to the lowest compared entry with this formula, charge and spin: 376.65 kJ/mol
HOMO-LUMO gap (alpha / beta): 0.3023 / 0.2471 Ha
Lowest unoccupied orbital energy (alpha / beta): -0.68 / -0.22 eV
Multiplicity: 1


For reference, E_tot by record: -8835.2356, -91228.1632, -97120.2632 eV.